w) The following is a DFT calculation (ωB97M-V with the def2-TZVPD basis set) of a molecular structure, C4H7NO.

Positions of all 13 atoms, in Å:
O: -1.387 -0.780 0.081
N: 0.606 -0.828 -1.436
C: -0.278 -0.299 -0.483
C: -1.492 -0.102 1.404
C: 1.538 0.271 -0.989
C: 0.399 0.823 -0.192
H: 0.020 1.818 -0.036
H: 0.908 -1.798 -1.439
H: -2.474 -0.411 1.719
H: -0.692 -0.456 2.074
H: 2.340 -0.141 -0.359
H: 1.946 0.900 -1.776
H: -1.434 1.004 1.430

The HOMO energy is -0.2922 Ha. For the lowest unoccupied orbital energy, the calculation gives 1.06 eV.

x) The following is a DFT calculation (ωB97M-V with the def2-TZVPD basis set) of a single C4H7NO molecule.

Positions of all 13 atoms, in Å:
O: -1.795 0.409 -2.278
N: -1.104 -0.526 -0.307
C: -0.991 -0.245 -1.645
C: 0.389 0.623 1.313
C: 0.054 -0.623 0.542
C: 1.270 0.189 0.182
H: -1.913 -0.087 0.117
H: 0.741 0.537 2.335
H: 1.229 0.768 -0.735
H: -0.089 -0.711 -2.091
H: 2.247 -0.226 0.408
H: 0.228 -1.578 1.037
H: -0.266 1.470 1.121

The HOMO energy is -0.3613 Ha. For the lowest unoccupied orbital energy, the calculation gives 1.09 eV. The structure (SMILES) is O=CNC1CC1.

y) The following is a DFT calculation (ωB97M-V with the def2-TZVPD basis set) of a single C4H7NO molecule.

Positions of all 13 atoms, in Å:
O: -0.281 -0.672 1.467
N: -2.325 -1.083 -0.850
C: 0.333 0.244 0.590
C: -1.695 -0.128 -0.676
C: -0.745 0.923 -0.304
C: 1.430 -0.413 -0.240
H: -0.317 1.365 -1.211
H: 1.004 -1.094 -0.987
H: 2.038 0.334 -0.761
H: -0.771 -1.313 0.929
H: -1.269 1.711 0.244
H: 0.770 1.008 1.241
H: 2.080 -0.992 0.421

The HOMO energy is -0.3959 Ha. For the lowest unoccupied orbital energy, the calculation gives 0.81 eV. The structure (SMILES) is C[C@H](O)CC#N.

Q: Which of them is the most stable? A: y).

w) The following is a DFT calculation (ωB97M-V with the def2-TZVPD basis set) of 2 unconnected molecules or ions with the total composition C4H7NO.

Positions of all 13 atoms, in Å:
O: 2.899 -1.232 -0.610
N: 1.034 -0.314 0.380
C: -1.475 0.286 0.704
C: -1.403 -0.476 -0.636
C: -0.210 -0.201 0.180
C: 1.719 -1.019 -0.649
H: -1.558 0.100 -1.545
H: -1.678 1.354 0.663
H: 1.082 -1.361 -1.492
H: 1.663 1.918 1.037
H: -1.788 -1.493 -0.674
H: 1.611 2.662 1.077
H: -1.897 -0.224 1.566

The HOMO energy is -0.3605 Ha. For the lowest unoccupied orbital energy, the calculation gives 0.10 eV. The structure (SMILES) is O=CN=C1CC1.[H][H].

x) The following is a DFT calculation (ωB97M-V with the def2-TZVPD basis set) of a single C4H7NO molecule.

Positions of all 13 atoms, in Å:
O: 0.587 1.775 1.120
N: 0.402 -1.344 -0.014
C: 1.854 0.401 -0.392
C: 0.754 0.879 0.344
C: -1.713 -0.066 -0.386
C: -0.479 -0.415 0.415
H: 0.904 -1.767 0.765
H: -0.654 -0.374 1.497
H: -2.447 -0.879 -0.339
H: -2.167 0.826 0.058
H: 2.778 0.984 -0.340
H: -1.479 0.136 -1.434
H: 1.660 -0.155 -1.295

The HOMO energy (alpha / beta) is -0.3153 / -0.3299 Ha. For the lowest unoccupied orbital energy (alpha / beta), the calculation gives -1.39 / -1.02 eV.

y) The following is a DFT calculation (ωB97M-V with the def2-TZVPD basis set) of a single C4H7NO molecule.

Positions of all 13 atoms, in Å:
O: -0.194 0.952 2.014
N: 0.430 -0.586 -0.899
C: 0.640 0.087 1.508
C: 0.086 0.828 -1.007
C: 1.002 0.355 0.066
C: -0.602 -1.402 -0.237
H: -0.514 -1.308 0.863
H: 2.071 0.547 -0.034
H: 0.515 1.339 -1.868
H: -0.458 1.656 1.384
H: -0.943 1.115 -0.784
H: -1.609 -1.126 -0.571
H: -0.424 -2.457 -0.437

The HOMO energy is -0.3198 Ha. For the lowest unoccupied orbital energy, the calculation gives 0.67 eV.

Q: Which of them is the most stable? A: w).

w) The following is a DFT calculation (ωB97M-V with the def2-TZVPD basis set) of a single C4H7NO molecule.

Positions of all 13 atoms, in Å:
O: -1.492 0.767 1.156
N: 1.374 0.384 -2.582
C: 0.725 0.035 -1.690
C: 0.633 -1.166 0.498
C: -0.608 1.020 0.086
C: -0.110 -0.304 -0.528
H: 0.057 -1.161 1.427
H: -1.146 1.591 -0.678
H: -1.051 0.983 1.983
H: 1.636 -0.776 0.697
H: 0.260 1.615 0.400
H: 0.725 -2.203 0.164
H: -0.987 -0.852 -0.894

The HOMO energy is -0.4021 Ha. For the lowest unoccupied orbital energy, the calculation gives 0.64 eV. The structure (SMILES) is C[C@H](C#N)CO.

x) The following is a DFT calculation (ωB97M-V with the def2-TZVPD basis set) of a single C4H7NO molecule.

Positions of all 13 atoms, in Å:
O: 1.572 -0.832 -0.458
N: -1.647 0.700 -0.209
C: 1.904 0.522 -0.086
C: 0.656 -0.265 0.506
C: -1.709 -0.613 -0.016
C: -0.473 0.089 -0.517
H: -2.325 -1.308 -0.848
H: 2.060 1.266 -0.770
H: -1.480 1.131 0.782
H: 2.713 0.519 0.682
H: 0.546 -0.208 1.577
H: -1.765 -1.208 0.932
H: -0.053 0.207 -1.575

The HOMO energy is -0.3289 Ha. For the lowest unoccupied orbital energy, the calculation gives 0.96 eV. The structure (SMILES) is C1O[C@@H]1[C@H]1CN1.

Q: Which of them is the most stable? A: w).

w) The following is a DFT calculation (ωB97M-V with the def2-TZVPD basis set) of a single C4H7NO molecule.

Positions of all 13 atoms, in Å:
O: -0.165 -1.882 2.173
N: 0.513 -0.649 0.335
C: -0.708 -0.907 -0.395
C: -0.312 0.491 -0.087
C: 0.259 1.436 -1.115
C: 0.590 -1.091 1.659
H: 1.029 0.931 -1.705
H: 0.709 2.313 -0.639
H: -0.550 -1.314 -1.391
H: -1.528 -1.339 0.174
H: -0.913 0.961 0.694
H: 1.484 -0.710 2.177
H: -0.528 1.787 -1.793

The HOMO energy is -0.3659 Ha. For the lowest unoccupied orbital energy, the calculation gives 1.02 eV. The structure (SMILES) is C[C@H]1CN1C=O.

x) The following is a DFT calculation (ωB97M-V with the def2-TZVPD basis set) of a single C4H7NO molecule.

Positions of all 13 atoms, in Å:
O: -0.106 -1.076 -0.241
N: 0.070 1.175 -0.164
C: -1.432 -0.609 0.051
C: -1.356 0.863 -0.354
C: 0.660 0.050 -0.131
C: 2.112 -0.211 0.082
H: 2.585 0.680 0.496
H: 2.608 -0.485 -0.855
H: 2.214 -1.050 0.778
H: -2.159 -1.221 -0.484
H: -1.570 -0.715 1.135
H: -1.633 1.015 -1.407
H: -1.984 1.514 0.260

The HOMO energy is -0.3495 Ha. For the lowest unoccupied orbital energy, the calculation gives 1.06 eV. The structure (SMILES) is CC1=NCCO1.

Q: Which of them is the most stable? A: x).

w) The following is a DFT calculation (ωB97M-V with the def2-TZVPD basis set) of 2 unconnected molecules or ions with the total composition C4H7NO.

Positions of all 13 atoms, in Å:
O: -5.216 -0.502 -0.340
N: 0.704 -0.289 0.784
C: 1.622 0.950 -0.798
C: 2.047 -0.562 0.807
C: 2.659 0.283 -0.102
C: 0.405 0.510 -0.272
H: 3.670 0.126 -0.436
H: 2.502 -1.238 1.511
H: -5.094 -1.097 -1.067
H: -6.066 -0.723 0.003
H: 1.644 1.218 -1.849
H: -0.573 0.942 -0.402
H: 0.079 -0.691 1.455

The HOMO energy is -0.3005 Ha. For the lowest unoccupied orbital energy, the calculation gives 0.86 eV. The structure (SMILES) is c1cc[nH]c1.O.

x) The following is a DFT calculation (ωB97M-V with the def2-TZVPD basis set) of a single C4H7NO molecule.

Positions of all 13 atoms, in Å:
O: -0.537 0.584 3.237
N: -0.017 -0.436 0.029
C: 0.398 0.406 -0.818
C: 1.099 -0.109 -2.027
C: -0.524 -0.238 2.356
C: -1.019 0.017 0.957
H: 2.164 0.128 -2.066
H: -0.084 -1.248 2.490
H: 0.955 -1.192 -2.020
H: 0.604 0.314 -2.907
H: -1.882 -0.625 0.731
H: -1.319 1.068 0.837
H: 0.141 1.476 -0.749

The HOMO energy is -0.3542 Ha. For the lowest unoccupied orbital energy, the calculation gives 1.03 eV. The structure (SMILES) is C/C=N/CC=O.

Q: Which of them is the most stable? A: w).

w) The following is a DFT calculation (ωB97M-V with the def2-TZVPD basis set) of 2 unconnected molecules or ions with the total composition C4H7NO.

Positions of all 13 atoms, in Å:
O: -3.549 0.270 -0.863
N: -1.736 -0.940 0.050
C: 0.581 -0.208 -0.366
C: -0.407 -1.019 0.281
C: -2.588 -0.264 -0.478
C: 0.996 1.225 0.001
H: 1.567 -0.794 0.242
H: 0.163 1.921 -0.127
H: 0.259 -0.114 -1.419
H: -0.081 -1.894 0.824
H: 1.814 1.540 -0.650
H: 1.334 1.243 1.036
H: 1.646 -0.966 1.469

The HOMO energy (alpha / beta) is -0.2859 / -0.3259 Ha. For the lowest unoccupied orbital energy (alpha / beta), the calculation gives -1.02 / -0.45 eV.

x) The following is a DFT calculation (ωB97M-V with the def2-TZVPD basis set) of a single C4H7NO molecule.

Positions of all 13 atoms, in Å:
O: 0.352 2.224 1.248
N: -0.142 0.299 0.109
C: 0.602 1.074 0.957
C: 0.111 -1.079 -0.057
C: -1.371 0.861 -0.410
C: 1.260 -1.593 -0.485
H: 1.415 -2.670 -0.521
H: -2.192 0.770 0.303
H: 1.462 0.524 1.355
H: -0.710 -1.745 0.187
H: 2.093 -0.956 -0.762
H: -1.642 0.353 -1.334
H: -1.181 1.916 -0.584

The HOMO energy is -0.3419 Ha. For the lowest unoccupied orbital energy, the calculation gives 0.93 eV. The structure (SMILES) is C=CN(C)C=O.

Q: Which of them is the most stable? A: x).

w) The following is a DFT calculation (ωB97M-V with the def2-TZVPD basis set) of a gas-phase ion, C3H6NOS (charge +1).

Positions of all 12 atoms, in Å:
S: -2.155 -0.881 0.055
O: -1.590 1.774 0.081
N: 1.148 0.797 0.286
C: -0.397 -1.555 -0.061
C: 0.053 0.130 -0.486
C: -1.311 0.635 -0.129
H: 1.472 1.561 -0.262
H: 0.890 1.227 1.225
H: 1.941 0.249 0.655
H: -0.172 -2.013 0.935
H: 0.424 0.250 -1.444
H: -0.303 -2.175 -0.855

The HOMO energy is -0.5205 Ha. Its charge is +1. For the lowest unoccupied orbital energy, the calculation gives -4.21 eV. The structure (SMILES) is [NH3+][C@H]1CSC1=O.

x) The following is a DFT calculation (ωB97M-V with the def2-TZVPD basis set) of 2 unconnected molecules or ions with the total composition C3H6NOS.

Positions of all 12 atoms, in Å:
S: 3.908 -0.219 0.290
O: 1.693 1.102 -0.531
N: -0.814 0.858 0.372
C: -1.354 -1.381 -0.398
C: 2.621 0.437 -0.236
C: -0.541 -0.560 0.192
H: -1.415 1.281 -0.491
H: -1.082 1.130 1.326
H: -0.080 1.508 0.041
H: -1.236 -2.404 -0.314
H: 0.477 -0.745 0.632
H: -2.177 -1.009 -0.883

The HOMO energy is -0.5334 Ha. Its charge is +1. For the lowest unoccupied orbital energy, the calculation gives -3.76 eV.

y) The following is a DFT calculation (ωB97M-V with the def2-TZVPD basis set) of a molecular structure, C3H6NOS.

Positions of all 12 atoms, in Å:
S: 2.764 0.233 -0.290
O: -1.123 0.542 -1.558
N: -0.374 -1.050 -0.006
C: 0.093 -0.019 0.847
C: 1.364 0.543 0.699
C: -1.358 -0.091 -0.430
H: -0.795 -1.828 0.319
H: -1.879 1.036 -1.916
H: -2.382 -0.106 0.051
H: 2.418 -0.832 -0.808
H: 1.663 1.308 1.304
H: -0.392 0.263 1.789

The HOMO energy (alpha / beta) is -0.5021 / -0.5021 Ha. Its charge is +1. For the lowest unoccupied orbital energy (alpha / beta), the calculation gives -5.89 / -5.89 eV.

Q: Which of them is the most stable? A: x).